[1]
A 2-piece molecular cluster, C6H12O2 overall, computed with ωB97M-V/def2-TZVPD.

E_LUMO: 0.510 eV
net charge: 0
SMILES string: CC/C=C/C=C/O.O

The geometry in XYZ format:
```
20
Properties=species:S:1:pos:R:3:forces:R:3:lowdin_charge:R:1
C 1.21082 -2.03265 1.98128 -0.17 0.59 0.48 -0.10
C -0.26628 -1.82543 1.58229 0.32 0.01 -0.24 -0.25
C -0.47744 -0.73071 0.57279 -0.99 0.02 -1.09 -0.13
C 0.00903 -0.66593 -0.67369 0.81 0.20 0.75 -0.13
C -0.23192 0.46188 -1.58787 0.60 -1.21 0.74 -0.10
C 0.66542 0.76294 -2.51563 -0.90 0.79 -0.74 -0.19
O 0.53705 1.77798 -3.43416 0.24 0.34 0.26 -0.01
H 1.45386 -3.08324 2.04358 0.20 -0.24 -0.08 0.06
H 1.40357 -1.59906 2.96246 -0.04 -0.05 0.13 0.06
H 1.90605 -1.50917 1.32453 -0.11 -0.27 -0.28 0.07
H -0.88810 -1.59708 2.44905 0.15 -0.15 0.06 0.10
H -0.63153 -2.77399 1.17617 -0.14 0.14 -0.04 0.10
H -1.26346 0.00240 0.76062 0.18 0.04 0.44 0.10
H 0.76950 -1.38339 -0.97887 -0.05 -0.03 -0.08 0.11
H -1.13899 0.99326 -1.38722 -0.36 0.61 -0.28 0.10
H 1.55503 0.19391 -2.70716 0.20 -0.30 0.07 0.12
H 0.03522 2.52269 -3.06768 0.03 -0.46 -0.12 0.10
H -1.68099 3.18657 -0.22507 0.19 0.04 0.18 0.01
H -1.07321 3.70629 1.10359 0.20 -0.09 -0.10 0.03
O -1.89366 3.59273 0.62100 -0.38 0.03 -0.07 -0.05
```
Forces are in eV/Å.


[2]
A 2-piece molecular cluster, C6H12O2Si overall, computed with ωB97M-V/def2-TZVPD.

E_LUMO: -0.433 eV
net charge: 0

The geometry in XYZ format:
```
21
Properties=species:S:1:pos:R:3:forces:R:3:lowdin_charge:R:1
C 0.18024 3.06190 0.06472 -2.12 -1.35 -0.64 -0.07
C 1.01821 2.07571 -0.13148 1.93 -1.99 -1.20 -0.25
C 2.20092 -0.67420 0.27800 2.00 -1.22 -0.38 -0.46
C 2.24363 -2.19604 0.52817 3.44 1.76 1.53 -0.05
C -2.74019 -0.64102 -0.60148 2.16 0.69 -3.01 -0.11
C -1.92970 -0.34719 0.63303 -2.17 2.38 2.84 -0.39
O 3.24956 -0.04634 0.36569 -1.17 0.02 -0.04 0.00
O -0.59289 -0.62725 0.52011 2.33 0.36 -0.61 -0.28
Si 0.60709 0.22639 -0.23613 -0.69 -0.19 -2.36 0.67
H 0.50914 4.03417 0.03881 0.58 2.30 0.01 0.03
H -0.91980 2.89065 0.01376 0.90 0.19 0.72 0.07
H 2.12230 2.22668 -0.48509 -1.94 -0.06 1.25 0.10
H 2.15523 -2.29235 1.60082 -0.67 -0.18 0.48 0.08
H 3.26140 -2.67722 0.38364 -0.99 1.05 -0.38 0.11
H 1.54222 -2.71605 0.02407 -2.53 -1.69 -1.46 0.02
H -2.60128 0.28297 -1.38522 -0.21 -2.41 1.71 0.11
H -2.29657 -1.59941 -1.09678 -0.98 1.70 0.73 0.11
H -3.79043 -0.73687 -0.45564 -0.72 -0.18 0.40 0.05
H -2.27823 -0.84274 1.59767 0.15 0.03 -1.44 0.13
H -2.04439 0.77447 0.95250 0.01 -1.62 -0.75 0.13
H 0.10355 -0.17626 -2.60916 0.71 0.44 2.62 0.00
```
Forces are in eV/Å.


[3]
A 2-piece molecular cluster, C6H12O3 overall, computed with ωB97M-V/def2-TZVPD.

E_LUMO: 0.797 eV
net charge: 0
SMILES string: CC(C)=CO.COC=O

The geometry in XYZ format:
```
21
Properties=species:S:1:pos:R:3:forces:R:3:lowdin_charge:R:1
C 1.08711 -0.06287 -0.03029 1.37 2.47 0.08 -0.38
C 0.50451 1.15829 0.15876 0.96 -1.25 -0.13 -0.18
C -2.76869 0.70838 0.40289 0.34 0.22 0.05 -0.08
C 1.88856 -0.65389 1.10293 -0.80 -0.50 0.02 -0.07
C 1.52360 -0.48841 -1.40875 -0.75 -0.41 -0.26 -0.05
C -1.12290 -1.07522 0.14707 -3.00 -0.55 -0.10 -0.37
O -1.86748 -0.02340 -0.40364 0.80 -1.34 -0.28 -0.13
O 0.11034 2.02457 -0.79678 -0.24 -0.24 -0.13 0.04
O -0.93107 -2.08496 -0.48463 0.64 1.10 0.32 0.07
H 0.27022 1.63223 -1.66608 -0.06 0.04 0.06 0.10
H 0.30854 1.55062 1.14735 0.03 0.01 0.10 0.13
H -1.15414 -1.04797 1.25886 0.57 0.22 -0.33 0.15
H -2.53597 1.76628 0.26093 -0.14 -0.03 0.13 0.09
H -2.68242 0.45445 1.46419 0.00 -0.04 -0.03 0.09
H -3.78067 0.50031 0.05193 0.02 0.02 0.14 0.09
H 2.95692 -0.47477 0.97610 -0.02 0.13 -0.08 0.08
H 1.74412 -1.73494 1.10560 0.06 -0.14 0.19 0.08
H 1.57625 -0.25806 2.06775 0.03 0.01 0.10 0.08
H 0.69728 -0.95160 -1.95256 -0.15 0.05 -0.08 0.08
H 1.89637 0.33080 -2.02587 0.15 0.11 0.07 0.08
H 2.27952 -1.26984 -1.37576 0.18 0.13 0.17 0.08
```
Forces are in eV/Å.


[4]
A 2-piece molecular cluster, C6H12O3 overall, computed with ωB97M-V/def2-TZVPD.

E_LUMO: 0.495 eV
net charge: 0
SMILES string: C=C(C)CCC(=O)O.O

The geometry in XYZ format:
```
21
Properties=species:S:1:pos:R:3:forces:R:3:lowdin_charge:R:1
O 1.33154 -0.27273 -3.05252 -1.68 -0.04 1.47 0.07
C 0.37697 -0.37797 -2.27821 1.07 -0.80 -2.39 -0.51
O -0.66471 -1.22888 -2.60125 1.00 0.44 -0.84 0.05
C 0.22077 0.27546 -0.97588 0.65 2.20 2.35 -0.12
C -0.30257 -0.74558 0.15277 0.80 1.22 -2.22 -0.15
C -0.79633 0.09738 1.30673 -0.74 -0.81 0.37 -0.41
C 0.00884 0.72810 2.17072 -0.59 2.26 0.12 0.02
C -2.32233 0.21589 1.25878 0.42 -1.44 0.57 -0.07
H -0.42796 -1.56282 -3.50502 -0.29 0.30 0.99 0.14
H 1.25556 0.71995 -0.62950 -2.28 -1.00 -0.98 0.12
H -0.48717 1.19026 -1.01189 0.88 -1.57 -0.31 0.16
H -1.12076 -1.27301 -0.42680 0.97 0.02 1.47 0.11
H 0.62051 -1.34031 0.34026 -1.10 -0.11 0.24 0.12
H -0.42617 1.53564 2.92787 0.96 -2.08 -1.56 0.10
H 1.08178 0.83341 1.89669 -0.75 -0.43 0.76 0.05
H -2.49404 0.69492 0.29653 -0.54 0.50 0.14 0.07
H -2.83257 -0.81923 1.13648 0.87 1.64 0.58 0.11
H -2.67923 0.76550 2.15724 -0.14 -0.27 -0.94 0.08
H 3.08203 -0.50239 0.49477 -0.99 0.36 0.57 0.07
H 3.69083 0.60847 -0.09111 -0.32 1.09 -0.03 0.06
O 2.88499 0.45795 0.43332 1.82 -1.48 -0.34 -0.08
```
Forces are in eV/Å.


[5]
C6H12O6 as an isolated structure, computed with ωB97M-V/def2-TZVPD.

E_LUMO: 0.101 eV
net charge: 0

The geometry in XYZ format:
```
24
Properties=species:S:1:pos:R:3:forces:R:3:lowdin_charge:R:1
C -2.29330 0.12779 1.00880 -3.21 2.31 1.95 -0.08
C -1.14526 -0.87956 0.73462 0.26 0.10 0.55 -0.29
C -0.46553 -0.58517 -0.63713 -0.64 -1.43 0.84 -0.31
C 0.30827 0.74971 -0.68417 3.04 -0.45 -0.66 -0.30
C 1.90387 0.70228 -0.32442 -3.28 -5.52 -0.61 -0.33
C 2.53684 -0.76216 -0.51328 3.84 1.54 -2.35 -0.08
H -3.54699 -0.17924 -0.96137 1.58 3.70 3.69 0.22
H -1.73983 1.11061 1.61569 -2.13 -2.54 -2.41 0.16
H -3.29890 -0.21858 1.86053 3.51 0.70 -2.88 0.20
H -1.51803 -1.93918 0.69203 0.53 1.00 0.58 0.16
H 0.00182 0.34771 1.87621 -0.63 -3.31 0.12 0.12
H 0.31640 -1.30040 -0.98435 -0.95 0.27 0.95 0.11
H -2.07370 0.07250 -1.48976 1.77 -2.89 -0.98 0.12
H 0.30016 0.57365 -1.78727 0.33 2.40 -0.30 0.17
H 0.57747 2.24025 0.83403 -2.34 -1.60 -4.68 0.25
H 3.13417 -0.57060 -1.70982 -2.60 -1.20 3.08 0.21
H 1.74318 -1.68397 -0.42212 2.98 2.39 0.10 0.15
H 3.82465 0.20946 0.62354 0.69 -2.96 -0.72 0.11
O -3.13285 0.72050 -0.31165 0.34 -4.70 -0.27 -0.24
O -0.20589 -0.68503 1.89741 -0.58 2.34 -2.03 -0.08
O -1.47272 -0.82863 -1.69325 -0.59 4.41 1.95 -0.11
O -0.06615 1.95312 -0.11567 0.48 1.41 3.32 -0.08
O 2.41952 1.61076 0.21413 1.41 1.25 0.79 0.10
O 3.89282 -0.78582 0.27728 -3.82 2.77 -0.02 -0.17
```
Forces are in eV/Å.


[6]
A 2-piece molecular cluster, C6H12O6 overall, computed with ωB97M-V/def2-TZVPD.

E_LUMO: 0.772 eV
net charge: 0
SMILES string: COC(=O)OC.COC(=O)OC

The geometry in XYZ format:
```
24
Properties=species:S:1:pos:R:3:forces:R:3:lowdin_charge:R:1
C 1.34867 1.78470 0.70582 2.49 1.24 -7.89 -0.09
O 2.37277 1.02461 1.09994 4.27 -1.83 3.08 -0.01
C 2.11571 -0.11439 1.71444 -0.92 -1.66 -0.01 -0.54
O 0.97723 -0.56602 1.85835 2.28 0.59 0.12 0.10
O 3.30980 -0.72837 2.04295 -1.73 0.44 -0.49 -0.01
C 3.19830 -2.13039 2.40879 1.84 1.18 -0.52 -0.03
H 1.87686 2.79850 0.30015 -1.76 -2.33 1.01 0.16
H 0.62114 1.90875 1.34636 -3.66 0.85 3.54 0.02
H 1.02806 1.11132 -0.17102 -0.90 2.06 0.59 0.13
H 2.97891 -2.20301 3.44409 -0.84 -0.35 0.70 0.09
H 4.19298 -2.53896 2.26280 0.41 0.28 0.18 0.09
H 2.64378 -2.67011 1.69413 -1.50 -0.46 -0.33 0.08
C -2.61597 1.87712 0.14217 3.72 -0.80 -0.68 -0.03
O -3.10412 1.01521 -0.90171 -0.04 -2.28 -0.83 -0.01
C -2.27293 0.29194 -1.71131 2.40 3.06 -0.97 -0.54
O -1.10225 0.58448 -1.87507 -0.07 -0.31 1.56 0.10
O -2.81827 -0.52493 -2.60037 -1.90 0.09 1.34 0.03
C -2.02210 -1.56639 -3.10198 -2.19 4.23 -7.73 -0.05
H -3.50162 2.16704 0.59319 -1.27 0.74 1.23 0.07
H -2.01197 2.69369 -0.25215 -0.68 0.44 -0.61 0.09
H -1.78478 1.48759 0.83964 -1.85 -0.57 -0.80 0.12
H -1.62098 -2.11534 -2.49513 3.79 -5.66 7.98 -0.01
H -1.07767 -1.39067 -3.73065 -1.81 1.03 0.19 0.14
H -2.73155 -2.19638 -3.61345 -0.06 0.00 -0.66 0.11
```
Forces are in eV/Å.